Record 1
{"formula": "C8H16N2O3Se3TeTl", "method": "ωB97M-V/def2-TZVPD", "total_charge": -1, "orbital_gap_ev": 5.44, "homo_energy_ev": -3.03, "total_energy_ha": -8294.58159, "symbols": ["Tl", "C", "N", "C", "C", "O", "C", "O", "C", "C", "O", "N", "C", "C", "H", "H", "H", "H", "H", "H", "H", "H", "H", "H", "H", "H", "H", "H", "H", "H", "Se", "Se", "Te", "Se"], "coordinates": [[0.017, 0.528, -1.677], [5.094, -0.658, 1.585], [3.840, 0.017, 1.834], [3.948, 1.388, 2.283], [2.669, -0.631, 1.572], [2.645, -1.782, 1.164], [1.381, 0.146, 1.848], [0.232, -0.454, 1.359], [-0.207, -1.654, 1.910], [-1.108, -2.305, 0.856], [-1.254, -1.803, -0.240], [-1.762, -3.444, 1.231], [-1.750, -3.937, 2.589], [-2.765, -3.987, 0.339], [5.718, -0.637, 2.483], [5.643, -0.170, 0.774], [4.890, -1.686, 1.305], [4.534, 1.437, 3.205], [2.977, 1.828, 2.481], [4.446, 2.004, 1.529], [1.409, 1.115, 1.343], [1.316, 0.348, 2.929], [-0.818, -1.442, 2.801], [0.609, -2.323, 2.192], [-0.783, -3.770, 3.057], [-1.926, -5.013, 2.579], [-2.525, -3.475, 3.213], [-2.573, -3.624, -0.666], [-3.773, -3.672, 0.630], [-2.722, -5.077, 0.357], [-2.087, 0.613, -3.838], [-1.643, 2.871, -3.316], [-2.492, 3.119, -0.935], [-0.397, 2.836, 0.402]], "lowdin_charge": [0.361, -0.049, -0.155, -0.047, -0.409, 0.055, -0.186, -0.204, -0.130, -0.400, 0.002, -0.156, -0.065, -0.043, 0.085, 0.091, 0.080, 0.089, 0.078, 0.096, 0.026, 0.144, 0.138, 0.123, 0.080, 0.085, 0.094, 0.088, 0.094, 0.083, -0.346, -0.393, 0.097, -0.408]}



Record 2
{"formula": "C8H16N2O5", "method": "ωB97M-V/def2-TZVPD", "orbital_gap_ev": 9.30, "homo_energy_ev": -8.69, "total_energy_ha": -799.91468, "symbols": ["C", "C", "C", "C", "C", "C", "C", "C", "N", "N", "O", "O", "O", "O", "O", "H", "H", "H", "H", "H", "H", "H", "H", "H", "H", "H", "H", "H", "H", "H", "H"], "coordinates": [[0.259, -0.564, -0.132], [1.493, -0.208, -3.173], [-2.979, 2.398, 0.457], [2.591, 0.126, -0.244], [-1.610, -2.498, 1.582], [1.502, -1.221, -2.054], [-2.143, 1.097, 0.311], [0.091, 0.331, 1.087], [1.467, -0.574, -0.774], [0.789, 0.021, 2.128], [1.629, -0.869, 2.257], [-0.781, -1.129, -0.510], [0.718, 0.895, 3.272], [-2.308, -1.670, 2.120], [-0.885, 1.297, 1.081], [0.668, 0.455, -3.238], [2.511, 0.346, -2.977], [1.786, -0.822, -4.079], [-2.987, 3.067, -0.344], [-4.042, 2.156, 0.758], [-2.570, 2.891, 1.293], [3.050, -0.512, 0.609], [3.491, 0.203, -1.055], [2.488, 1.064, 0.215], [-2.107, -3.148, 0.802], [-0.103, 1.475, 3.085], [-0.573, -2.376, 1.531], [0.738, -1.865, -1.999], [2.527, -1.704, -2.015], [-1.991, 1.005, -0.778], [-2.718, 0.331, 0.786]], "lowdin_charge": [-0.332, -0.060, -0.050, -0.061, -0.123, -0.222, -0.157, -0.192, -0.105, -0.248, -0.010, 0.025, 0.069, -0.016, -0.025, 0.062, 0.096, 0.095, 0.046, 0.102, 0.052, 0.111, 0.140, 0.070, 0.105, 0.143, 0.045, 0.071, 0.149, 0.125, 0.095]}



Record 3
{"formula": "C8H16N2OS", "method": "ωB97M-V/def2-TZVPD", "orbital_gap_ev": 8.65, "homo_energy_ev": -8.05, "total_energy_ha": -897.22957, "symbols": ["C", "C", "C", "C", "C", "C", "C", "C", "N", "N", "O", "S", "H", "H", "H", "H", "H", "H", "H", "H", "H", "H", "H", "H", "H", "H", "H", "H"], "coordinates": [[-0.730, 0.703, -1.397], [-0.307, -2.103, 1.233], [-1.616, -1.921, 0.511], [0.666, -1.151, 0.690], [-2.110, -0.375, 0.563], [0.191, 0.286, 0.952], [-1.028, 0.701, 0.122], [2.271, 2.530, -1.763], [2.871, 0.280, -2.847], [0.401, 0.659, -1.923], [-1.784, 0.901, -2.182], [2.166, 0.776, -1.583], [-2.594, 1.002, -1.781], [-0.232, -1.955, 2.325], [-0.078, -3.250, 1.003], [-1.390, -2.165, -0.551], [-2.501, -2.576, 0.841], [1.679, -1.279, 1.086], [0.556, -1.270, -0.346], [-3.037, -0.451, -0.109], [-2.371, -0.257, 1.637], [0.084, 0.326, 2.109], [0.919, 1.140, 0.750], [-1.448, 1.622, 0.417], [2.037, 2.958, -0.781], [3.359, 2.702, -2.117], [1.458, 2.797, -2.464], [2.880, -0.771, -2.881]], "lowdin_charge": [-0.462, -0.264, -0.195, -0.257, -0.130, -0.188, -0.222, -0.280, -0.381, -0.074, 0.125, 0.789, 0.061, 0.114, 0.153, 0.115, 0.129, 0.126, 0.067, 0.115, 0.113, 0.145, 0.096, 0.122, 0.038, 0.087, 0.057, 0.003]}



Record 4
{"formula": "C8H16N3", "method": "ωB97M-V/def2-TZVPD", "total_charge": 1, "orbital_gap_ev": [7.81, 7.81], "homo_energy_ev": [-12.40, -12.40], "total_energy_ha": -478.23727, "symbols": ["C", "C", "C", "C", "C", "C", "C", "C", "N", "N", "N", "H", "H", "H", "H", "H", "H", "H", "H", "H", "H", "H", "H", "H", "H", "H", "H"], "coordinates": [[-1.699, 1.625, 0.961], [-1.761, 0.861, -0.008], [0.234, -0.302, -0.087], [-2.588, 0.377, -1.095], [0.677, 1.509, -1.503], [2.039, -0.525, -1.653], [-0.760, -1.402, 1.728], [1.717, -1.531, 1.420], [-1.642, 2.651, 1.680], [0.975, 0.206, -1.083], [0.377, -1.153, 0.841], [-3.684, 0.442, -1.000], [-2.352, 1.033, -1.902], [-2.162, -0.702, -1.235], [-0.393, 1.825, -1.639], [1.223, 2.150, -0.718], [1.354, 1.776, -2.414], [3.078, -0.224, -1.212], [1.975, -1.608, -1.600], [2.108, -0.242, -2.747], [-0.498, -1.054, 2.680], [-1.683, -1.045, 1.293], [-0.791, -2.527, 1.912], [1.642, -2.152, 2.305], [2.190, -2.151, 0.665], [2.289, -0.612, 1.717], [-1.865, 2.776, 2.694]], "lowdin_charge": [-0.200, -0.157, -0.040, -0.070, -0.055, -0.058, -0.010, 0.025, 0.182, -0.196, -0.123, 0.105, 0.063, 0.126, 0.099, 0.132, 0.133, 0.138, 0.093, 0.118, 0.083, 0.076, 0.131, 0.094, 0.085, 0.126, 0.101]}